ORCA calculation (the ωB97M-V functional and the def2-TZVPD basis) on a molecular structure, C28H31BrHgN7O2S4.

Computed properties:
- Spin multiplicity: 2
- LUMO (alpha / beta): 0.260 / -0.305 eV
- E_tot: -161623.568 eV
- <S²>: 0.75
- Charge: 0

Last column: Mulliken charge in e.
Element x y z (Å)
Hg -0.119 -0.124 0.766  0.75
C 3.487 -1.102 -0.302  -0.89
C 3.079 -2.564 -0.127  -1.07
S 1.284 -2.816 -0.128  0.15
C 1.007 -3.813 1.359  -0.75
C 1.581 -3.295 2.675  -0.85
S 0.940 -1.683 3.200  -0.02
C 2.443 -0.754 3.575  -0.70
C 3.486 -0.581 2.472  -1.21
S 2.871 0.099 0.903  0.28
H 4.576 -1.042 -0.345  0.54
H 3.094 -0.719 -1.246  0.23
H 3.515 -3.139 -0.945  0.53
H 3.486 -2.978 0.794  0.39
H -0.082 -3.868 1.413  0.33
H 1.382 -4.825 1.190  0.48
H 1.338 -4.025 3.450  0.55
H 2.668 -3.234 2.638  0.36
H 2.064 0.224 3.869  0.25
H 2.930 -1.204 4.442  0.54
H 4.247 0.100 2.853  0.55
H 3.986 -1.524 2.250  0.60
N 3.904 7.135 -0.589  -0.63
C 3.141 6.179 0.080  1.06
C 3.610 4.872 0.221  -0.70
C 2.874 3.937 0.926  -0.31
C 1.655 4.290 1.489  -0.30
C 1.186 5.592 1.368  -0.37
C 1.925 6.529 0.670  -0.79
S 0.710 3.080 2.366  1.15
O -0.148 3.786 3.278  -0.76
O 1.669 2.142 2.914  -0.69
N -0.116 2.226 1.278  -0.43
C -1.046 2.782 0.465  0.30
N -1.676 1.897 -0.344  0.07
C -2.514 2.380 -1.241  0.30
C -2.783 3.734 -1.368  -1.09
C -2.125 4.554 -0.466  -0.31
N -1.275 4.107 0.444  -0.36
H 4.555 6.768 -1.264  0.22
H 3.390 7.925 -0.942  0.21
H 4.563 4.594 -0.216  0.31
H 3.246 2.927 1.046  0.40
H 0.241 5.851 1.824  0.49
H 1.564 7.548 0.584  0.30
H -2.993 1.649 -1.889  0.11
H -3.465 4.121 -2.110  0.43
H -2.288 5.628 -0.473  0.41
Br -3.061 -1.687 2.325  -0.12
C -2.941 -1.994 0.459  -0.09
C -3.544 -1.082 -0.399  -0.02
C -3.447 -1.329 -1.755  -0.19
C -2.769 -2.461 -2.189  -0.60
C -2.209 -3.296 -1.239  -0.35
N -2.292 -3.071 0.074  -0.35
H -4.054 -0.215 -0.005  0.37
H -3.902 -0.649 -2.464  0.46
H -2.681 -2.696 -3.242  0.47
H -1.665 -4.188 -1.532  0.40
N -0.243 0.216 -4.004  0.00
C 0.186 -0.550 -2.957  -0.74
N 0.759 0.139 -2.015  0.02
C 0.715 1.457 -2.458  -0.08
C 1.159 2.613 -1.823  0.80
C 0.940 3.819 -2.455  -0.21
C 0.302 3.877 -3.707  -0.76
C -0.136 2.737 -4.354  -1.08
C 0.080 1.528 -3.700  0.39
H -0.715 -0.116 -4.824  0.21
H 0.033 -1.618 -2.930  0.57
H 1.631 2.555 -0.852  -0.33
H 1.258 4.734 -1.970  0.33
H 0.144 4.841 -4.173  0.40
H -0.631 2.791 -5.315  0.41

Atomic forces in eV per Å
0.01 0.02 0.05
-0.03 -0.01 0.01
0.00 0.04 -0.04
0.00 -0.02 0.00
0.03 0.03 -0.03
-0.01 0.00 0.00
-0.02 0.00 0.00
0.00 0.01 0.00
0.00 0.00 0.00
0.00 -0.04 0.00
0.01 -0.01 0.00
0.02 -0.01 0.01
0.00 0.00 0.00
0.01 0.00 0.02
-0.02 -0.02 0.02
-0.01 0.00 0.00
0.00 -0.01 0.00
0.00 -0.01 0.00
0.01 -0.01 0.00
0.01 0.00 0.00
0.00 0.00 0.00
0.00 0.00 0.00
-0.02 -0.03 0.01
0.02 0.02 -0.02
0.00 -0.01 0.00
0.01 0.02 0.00
0.02 -0.01 0.00
0.00 0.01 -0.01
-0.02 0.00 0.01
-0.02 0.00 0.05
0.00 -0.02 0.01
-0.01 -0.01 0.00
-0.04 0.04 -0.12
-0.03 0.07 -0.05
-0.02 0.01 0.02
-0.01 0.03 0.02
0.00 -0.01 -0.01
-0.01 0.01 0.01
0.01 -0.04 0.02
0.01 0.00 0.00
0.00 0.01 0.00
0.00 0.00 0.00
-0.01 0.00 0.00
0.02 0.00 0.00
0.00 -0.01 0.00
0.00 0.02 0.00
0.01 0.00 0.00
0.00 -0.01 0.00
0.02 -0.03 0.04
-0.04 -0.06 -0.02
0.00 0.04 -0.03
-0.01 -0.01 0.03
0.01 -0.01 -0.01
0.03 0.00 -0.02
0.01 0.00 0.04
0.03 0.01 -0.01
0.00 -0.01 0.00
0.00 0.00 0.01
-0.01 0.01 0.00
-0.04 -0.01 0.02
-0.04 0.02 0.07
0.12 -0.01 -0.09
-0.03 -0.02 0.05
0.02 -0.01 -0.01
0.02 0.00 -0.01
0.00 0.01 0.00
-0.01 -0.01 0.00
0.00 0.02 0.00
0.00 -0.01 -0.02
0.02 0.00 -0.01
0.01 0.01 0.01
-0.01 -0.01 -0.01
0.00 0.00 0.00
0.00 0.00 0.00



ORCA calculation (the ωB97M-V functional and the def2-TZVPD basis) on a molecular structure, C4H8O2 at a distorted geometry.

Computed properties:
- LUMO: 1.002 eV
- E_tot: -8369.572 eV
- Charge: 0

Last column: Mulliken charge in e.
Element x y z (Å)
C 0.548 0.503 -0.254  -0.47
C 0.643 -0.724 0.278  -0.05
O -0.433 -1.411 0.691  -0.37
C -1.607 -0.821 0.168  -0.28
O -1.721 0.511 0.515  -0.41
C -0.675 1.311 -0.018  -0.33
H 2.977 0.097 -0.112  -0.05
H 1.124 0.750 -1.129  0.38
H 3.167 -0.639 -0.381  0.09
H 1.527 -1.165 0.698  0.36
H -2.427 -1.359 0.629  0.20
H -1.603 -0.959 -0.923  0.41
H -0.490 2.072 0.748  0.22
H -1.032 1.833 -0.909  0.30

Atomic forces in eV per Å
-0.40 -0.23 -0.91
0.04 0.06 1.02
-0.35 0.33 0.53
-0.44 -0.33 0.01
-0.42 -0.07 0.47
-0.54 0.02 -0.30
0.71 -1.72 -0.71
1.06 0.61 0.60
-0.21 1.82 0.57
0.44 -0.59 -0.95
-0.16 0.04 -0.07
0.10 0.06 0.04
0.12 -0.04 -0.10
0.04 0.02 -0.18



ORCA calculation (the ωB97M-V functional and the def2-TZVPD basis) on a single C27H44O2 molecule.

Computed properties:
- LUMO: 0.787 eV
- E_tot: -32806.805 eV
- Charge: 0
- SMILES: CC(C)=CCC/C(C)=C/CC/C(C)=C/CCC(=O)OC/C=C(\C)CCC=C(C)C

Last column: Mulliken charge in e.
Element x y z (Å)
C -5.634 -1.651 -1.198  -1.47
C -4.429 -2.539 -1.295  1.03
C -4.573 -3.648 -2.298  -1.38
C -3.318 -2.393 -0.583  -0.59
C -3.028 -1.326 0.427  -0.62
C -2.355 -0.112 -0.241  -0.60
C -2.080 0.974 0.761  1.12
C -0.967 0.700 1.736  -1.61
C -2.821 2.075 0.792  -0.41
C -2.674 3.227 1.737  -0.83
C -2.167 4.482 0.999  -1.28
C -0.792 4.245 0.437  0.80
C 0.338 4.462 1.402  -1.57
C -0.637 3.853 -0.822  -0.31
C 0.649 3.482 -1.494  -1.06
C 0.716 1.955 -1.640  0.82
C 2.071 1.440 -2.063  0.20
O 2.244 0.620 -2.930  -0.66
O 3.045 1.978 -1.332  -0.28
C 4.378 1.451 -1.479  -1.00
C 4.657 0.529 -0.330  -0.26
C 4.515 -0.793 -0.323  0.86
C 4.157 -1.626 -1.514  -1.40
C 4.695 -1.552 0.966  -1.29
C 3.426 -1.435 1.837  -0.93
C 2.207 -1.887 1.094  -0.37
C 1.616 -3.075 1.147  1.25
C 0.407 -3.378 0.309  -1.46
C 2.059 -4.222 2.006  -1.50
H -5.802 -1.154 -2.153  0.33
H -5.523 -0.890 -0.433  0.24
H -6.520 -2.245 -0.976  0.43
H -4.769 -3.238 -3.288  0.34
H -3.674 -4.256 -2.345  0.33
H -5.414 -4.289 -2.035  0.34
H -2.502 -3.082 -0.762  0.17
H -3.940 -0.992 0.923  0.36
H -2.360 -1.726 1.193  0.39
H -3.013 0.262 -1.028  0.49
H -1.422 -0.437 -0.707  0.14
H -0.399 -0.178 1.437  -0.13
H -1.365 0.518 2.735  0.49
H -0.287 1.547 1.796  0.37
H -3.605 2.199 0.055  0.37
H -3.649 3.455 2.176  0.43
H -1.991 2.976 2.547  0.44
H -2.147 5.322 1.697  0.44
H -2.864 4.721 0.194  0.42
H 0.006 4.281 2.422  0.42
H 1.185 3.814 1.194  0.35
H 0.681 5.496 1.345  0.31
H -1.517 3.722 -1.437  0.30
H 1.508 3.828 -0.922  0.46
H 0.694 3.939 -2.485  0.34
H -0.027 1.600 -2.355  0.47
H 0.497 1.505 -0.668  -0.55
H 5.041 2.318 -1.455  0.38
H 4.456 0.949 -2.446  0.46
H 4.914 1.034 0.593  0.39
H 3.634 -1.060 -2.278  0.39
H 3.522 -2.454 -1.206  0.36
H 5.064 -2.045 -1.952  0.31
H 5.540 -1.151 1.529  0.42
H 4.887 -2.605 0.756  0.33
H 3.296 -0.387 2.116  0.31
H 3.572 -2.012 2.751  0.61
H 1.808 -1.145 0.412  0.23
H -0.450 -3.592 0.947  0.35
H 0.160 -2.544 -0.343  0.19
H 0.586 -4.259 -0.307  0.54
H 2.877 -3.954 2.666  0.35
H 2.385 -5.049 1.375  0.31
H 1.225 -4.579 2.610  0.36

Atomic forces in eV per Å
0.20 0.00 0.12
-0.10 -0.16 -0.12
0.13 0.08 0.09
0.07 0.00 0.19
0.01 0.09 -0.29
-0.20 0.04 0.28
-0.07 -0.03 -0.19
-0.13 0.09 0.02
-0.02 0.04 0.19
-0.04 0.02 -0.11
0.04 -0.18 -0.01
-0.15 0.25 -0.06
0.02 -0.06 -0.16
0.17 0.09 -0.11
-0.08 -0.14 0.19
0.21 0.15 -0.08
-0.50 -0.17 -0.22
0.05 -0.05 -0.08
0.07 0.44 0.23
0.25 -0.39 -0.13
-0.11 0.21 -0.17
0.21 -0.03 -0.02
-0.04 0.13 -0.15
-0.08 0.24 0.25
0.12 -0.25 -0.04
0.04 0.11 0.15
-0.20 -0.09 -0.03
0.13 0.11 0.02
0.09 0.21 -0.01
-0.08 0.05 -0.07
-0.06 0.11 0.06
-0.11 0.00 0.00
-0.05 -0.02 -0.12
0.06 -0.07 -0.03
-0.09 -0.08 -0.03
0.07 -0.17 -0.11
0.04 0.02 0.06
-0.03 -0.01 0.10
0.01 0.00 -0.06
0.06 -0.02 -0.10
0.11 -0.09 0.01
0.07 -0.04 0.11
0.13 0.07 0.06
-0.11 -0.07 -0.20
0.05 -0.01 0.11
-0.01 0.00 0.12
-0.05 0.07 -0.03
-0.03 0.06 0.00
0.03 -0.03 0.12
0.13 -0.03 0.05
0.06 0.07 0.08
-0.23 0.03 -0.02
0.00 0.03 -0.06
0.08 0.03 0.00
0.07 -0.07 0.06
-0.02 -0.05 0.03
-0.12 -0.10 -0.05
0.02 0.12 0.13
0.08 -0.01 0.20
0.01 -0.01 -0.09
-0.02 -0.09 -0.01
0.06 -0.12 -0.02
0.04 -0.05 -0.03
0.05 -0.04 0.02
0.05 -0.01 0.06
-0.02 0.05 0.05
-0.16 0.03 -0.16
-0.12 -0.06 0.02
-0.07 0.08 -0.08
-0.05 -0.10 -0.08
0.08 -0.05 0.08
0.01 -0.11 -0.01
-0.04 -0.08 0.06



ORCA calculation (the ωB97M-V functional and the def2-TZVPD basis) on 2 unconnected molecules or ions with the total composition C9H18I3NOP.

Computed properties:
- LUMO: -3.904 eV
- E_tot: -46746.517 eV
- Charge: +1

Last column: Mulliken charge in e.
Element x y z (Å)
C -4.820 0.321 -0.837  -1.43
C -3.789 0.714 0.177  0.30
I -4.291 2.394 1.307  0.16
C -2.669 0.032 0.427  -0.09
I -2.358 -1.762 -0.575  0.21
P -1.459 0.632 1.608  -0.18
I 0.141 -1.002 2.183  0.13
C -0.676 2.180 1.105  -0.37
C 0.752 2.428 1.611  -0.80
C 1.834 2.022 0.572  -0.61
N 1.342 1.086 -0.443  -0.25
H -5.682 0.985 -0.822  0.43
H -4.375 0.355 -1.839  0.37
H -5.151 -0.707 -0.654  0.40
H -2.107 0.828 2.829  0.30
H -1.365 2.955 1.453  0.47
H -0.704 2.152 0.011  0.37
H 0.920 1.932 2.571  0.34
H 0.838 3.500 1.814  0.36
H 2.683 1.579 1.100  0.30
H 2.206 2.939 0.103  0.36
H 1.978 0.308 -0.566  -0.01
H 1.293 1.525 -1.356  0.22
C 1.387 -2.638 -1.744  -0.85
C 2.773 -2.177 -1.367  0.85
O 3.182 -1.082 -1.680  -0.60
C 3.599 -3.127 -0.536  -1.16
H 0.906 -1.894 -2.376  0.30
H 1.425 -3.598 -2.260  0.43
H 0.803 -2.764 -0.828  0.08
H 3.746 -4.065 -1.073  0.37
H 3.074 -3.370 0.391  0.28
H 4.564 -2.681 -0.308  0.32

Atomic forces in eV per Å
-0.05 0.02 -0.13
-0.34 0.02 0.06
-0.05 0.18 0.03
0.09 -0.05 0.00
0.22 -0.07 -0.10
0.26 -0.12 0.02
0.00 -0.12 0.01
-0.04 0.29 -0.12
0.02 0.06 -0.01
0.06 0.06 -0.04
-0.08 -0.06 -0.01
0.08 -0.08 0.03
-0.05 -0.06 0.14
0.02 0.13 -0.03
-0.09 0.06 -0.02
0.08 -0.09 -0.02
-0.03 0.05 0.13
-0.03 0.01 -0.10
-0.01 -0.15 0.01
-0.10 0.08 -0.05
-0.02 -0.12 0.05
0.04 0.04 -0.04
0.00 -0.02 0.12
0.05 0.10 -0.02
-0.04 -0.15 0.14
-0.01 0.08 0.05
0.07 0.05 -0.10
0.01 -0.01 -0.01
-0.02 -0.03 0.05
-0.01 -0.09 -0.05
-0.01 -0.01 0.00
-0.02 -0.01 -0.02
-0.01 -0.01 0.00